Formula: C12H10AuN2O5
Source: the Open Molecules 2025 dataset
Level of theory: wB97M-V/def2-TZVPD

The HOMO-LUMO gap (spin up / spin down) is 8.34 / 7.79 eV.

```
! RIJCOSX wB97M-V def2-TZVPD def2/J DEFGRID3
* xyz 0 2
Au -1.55614 -0.69983 -1.18257
O 2.32296 -0.83838 0.33499
C 1.11234 -0.91056 0.20139
O 0.50838 -0.91352 -0.93684
C 0.25795 -0.97932 1.47630
C 0.89602 -1.04523 2.70518
C 0.11047 -1.08996 3.84747
C -1.27011 -1.06433 3.71739
C -1.81386 -0.99885 2.44451
N -1.06729 -0.95804 1.34594
H 1.97450 -1.06182 2.74231
H 0.57219 -1.14535 4.82485
H -1.91749 -1.09710 4.58275
H -2.88765 -0.98417 2.29735
O -2.84476 -2.70642 -1.09413
C -3.78029 -1.96266 -1.43015
O -3.60965 -0.71710 -1.64653
H -4.79786 -2.35473 -1.55061
O -1.10254 1.48046 -1.50239
N 0.19274 1.66672 -1.70929
C 0.71327 1.41162 -2.92067
C 2.06376 1.55613 -3.13674
C 2.88430 1.95736 -2.09352
C 2.32166 2.21418 -0.85545
C 0.96385 2.06338 -0.68594
H -0.00559 1.07864 -3.65297
H 2.45803 1.33352 -4.11715
H 3.95036 2.05383 -2.24211
H 2.91984 2.50089 -0.00386
H 0.43061 2.21063 0.24050
*
```

Löwdin analysis output, partial charges in e: 1.160, 0.047, -0.596, -0.161, -0.192, 0.000, -0.054, -0.059, -0.122, 0.068, 0.117, 0.108, 0.103, 0.112, -0.079, -0.539, -0.166, 0.132, -0.199, -0.219, -0.010, -0.022, -0.037, -0.026, -0.014, 0.144, 0.117, 0.116, 0.122, 0.149